# 1
Density functional theory data (wB97M-V/def2-TZVPD) for the molecule C11H10BrNO.

As for the energy: -3128.975683 Ha. As for the HOMO-LUMO gap (alpha / beta): 0.2100 / 0.2102 Ha. The calculation puts the energy relative to the best compared isomer or geometry (same formula, charge and spin) at 227.9 kJ/mol. As for the LUMO energy (alpha / beta): -2.058 / -2.056 eV.

Structure (ORCA input):
```
! wB97M-V def2-TZVPD RIJCOSX def2/J DEFGRID3
* xyz 0 1
C 0.35641 1.80701 2.59634
C -0.86228 1.12663 2.50735
C 1.48273 1.40566 1.91317
C -1.02711 0.15514 1.54100
C 1.28818 0.52910 0.83696
C 0.03369 -0.21344 0.64240
C 2.39654 0.38186 -0.28924
C -2.23219 -0.83536 -1.48709
C -1.02303 -0.42078 -2.34062
C -0.01645 -1.31695 -0.28861
C -0.97911 -1.58541 -1.32735
N 1.86745 0.24574 -1.51242
O 3.54969 0.24194 -0.02491
Br 2.97408 -0.10431 -2.94215
H 0.44196 2.41303 3.55013
H -1.68810 1.37836 3.11001
H 2.56333 1.78280 2.04068
H -1.97259 -0.37787 1.72761
H -2.56864 -0.35652 -0.61940
H -2.95960 -1.46055 -1.93450
H -1.06074 -0.66745 -3.39664
H -0.62365 0.44987 -2.11106
H 0.92519 -1.95332 -0.30106
H -0.86575 -2.62518 -1.89060
*
```

---

# 2
Density functional theory data (wB97M-V/def2-TZVPD) for a structure of composition C14H21N2O5SSiV.

As for the energy: -2663.348258 Ha. As for the HOMO-LUMO gap (alpha / beta): 0.2653 / 0.2902 Ha. The calculation puts the energy relative to the best compared isomer or geometry (same formula, charge and spin) at 0.0 kJ/mol. As for the expectation value of S²: 0.767. As for the LUMO energy (alpha / beta): -4.980 / -4.344 eV.

Structure (ORCA input):
```
! wB97M-V def2-TZVPD RIJCOSX def2/J DEFGRID3
* xyz 1 2
V 0.38924 -1.10896 -0.86086
O 2.28945 0.16362 -0.63503
C 3.56137 -0.24972 -1.14596
C 3.36450 -0.81788 -2.53165
N 2.32383 -1.84839 -2.45956
C 2.77159 -3.06918 -1.77208
C 1.90023 -3.24433 -0.53852
O 1.36613 -4.25074 -0.19340
O 1.68846 -2.04389 0.06169
C 1.59711 -2.05575 -3.71239
C 0.35994 -1.17542 -3.63235
O 0.02571 -0.29803 -4.35435
O -0.32835 -1.45930 -2.47117
H 2.14758 1.09415 -0.83086
H 3.92802 -1.00988 -0.45939
H 4.27679 0.57170 -1.15215
H 4.30423 -1.22370 -2.92059
H 3.02752 -0.03537 -3.21413
H 3.81314 -2.97526 -1.46195
H 2.68979 -3.95684 -2.39535
H 1.26976 -3.09114 -3.80037
H 2.18198 -1.79435 -4.59347
C -4.41450 0.71042 2.33229
Si -2.70923 1.21539 2.92791
C -2.74763 2.84899 3.84664
C -1.94227 -0.11272 4.00824
C -1.65865 1.49869 1.35127
C -1.50877 2.78130 0.82608
C -0.81914 3.03550 -0.36422
C -0.22104 1.98096 -1.00880
N -0.32226 0.74722 -0.49591
C -1.05005 0.49517 0.60100
S -1.14396 -1.25658 0.82372
H -5.09004 0.57945 3.18097
H -4.37866 -0.23662 1.78823
H -4.85380 1.46083 1.67160
H -3.28093 2.70260 4.78911
H -3.27196 3.63995 3.30621
H -1.74455 3.20563 4.09173
H -2.40160 -0.05052 4.99849
H -0.86683 0.01965 4.14254
H -2.11658 -1.12097 3.63235
H -1.95501 3.62187 1.34510
H -0.75906 4.03317 -0.77283
H 0.30853 2.07928 -1.94783
*
```

---

# 3
Density functional theory data (wB97M-V/def2-TZVPD) for a structure of composition C19H15BrMoN2O4S4Sb.

As for the energy: -5618.159819 Ha. As for the HOMO-LUMO gap (alpha / beta): 0.2266 / 0.2070 Ha. The calculation puts the energy relative to the best compared isomer or geometry (same formula, charge and spin) at 0.0 kJ/mol. As for the expectation value of S²: 0.755. As for the LUMO energy (alpha / beta): -7.293 / -7.833 eV.

Structure (ORCA input):
```
! wB97M-V def2-TZVPD RIJCOSX def2/J DEFGRID3
* xyz 2 2
Mo -2.76499 2.51691 0.58801
C 4.71182 2.50718 -3.10031
C 3.50303 2.02856 -2.40141
C 2.26330 1.89113 -3.09386
C 1.09444 1.66612 -2.36496
C 1.20568 1.44978 -0.96237
C 2.42183 1.50577 -0.27403
C 3.54142 1.79636 -1.04586
S -0.11171 0.86958 0.07619
O 0.39047 0.12353 1.18569
O -1.18386 0.42939 -0.78284
N -0.70536 2.22659 0.76838
C -0.54636 2.60845 2.08003
C 0.52476 2.81756 2.90535
C 0.33686 3.40352 4.13587
C -0.95776 3.78781 4.54452
C -2.02428 3.52208 3.71816
N -1.80886 2.86105 2.53003
H 4.87255 1.92774 -4.00734
H 5.64097 2.49965 -2.50636
H 4.57903 3.48922 -3.52674
H 2.17783 1.98567 -4.17553
H 0.13892 1.45904 -2.82512
H 2.57332 1.36404 0.81928
H 4.48921 1.80205 -0.50888
H 1.48456 2.42212 2.54771
H 1.21314 3.50285 4.74789
H -1.19105 4.21858 5.49395
H -3.05419 3.73473 3.95699
S -6.24341 1.68268 -0.59205
Sb -5.09694 3.66956 -0.87111
S -3.95702 4.40841 1.17819
S -2.82412 2.85560 -1.57223
Br -1.35257 -2.88033 -1.09772
C -1.21678 -4.69848 -0.73239
C -2.29749 -5.41663 -0.24846
C -2.20721 -6.81008 -0.07240
C -1.02147 -7.49653 -0.30616
C 0.04101 -6.73164 -0.71684
C -0.04306 -5.32822 -1.04709
C 1.26973 -7.37387 -0.96396
O 2.29783 -7.81822 -1.05113
O -3.77492 1.23546 0.93208
H -3.32792 -4.96935 -0.17923
H -3.02559 -7.39388 0.26286
H -0.89520 -8.53713 0.00022
H 0.86042 -4.81436 -1.44502
*
```

---

# 4
Density functional theory data (wB97M-V/def2-TZVPD) for a structure of composition C4H8N2O.

As for the energy: -341.869270 Ha. As for the HOMO-LUMO gap: 0.3450 Ha. The calculation puts the energy relative to the best compared isomer or geometry (same formula, charge and spin) at 352.8 kJ/mol. As for the LUMO energy: 0.889 eV.

Structure (ORCA input):
```
! wB97M-V def2-TZVPD RIJCOSX def2/J DEFGRID3
* xyz 0 1
C 0.28110 0.05273 1.66267
C -0.55624 0.50456 0.46490
O 0.00650 1.61286 -0.21016
C 0.74642 0.86795 -1.30912
N 1.61706 1.31920 -2.09621
C -0.60224 -0.46091 -0.68669
N -0.70003 -1.80361 -0.37651
H 1.31815 -0.12657 1.35935
H -0.11164 -0.85718 2.13971
H 0.28850 0.83445 2.42726
H -1.60510 0.62037 0.78987
H 1.98574 2.28600 -2.13133
H -1.35967 -0.18470 -1.42250
H -1.15553 -2.46569 -0.98604
H -0.15302 -2.19945 0.37479
*
```

---

# 5
Density functional theory data (wB97M-V/def2-TZVPD) for the ion C10H21N2O2 with charge +1.

Its structure (SMILES) is C=C(O)N/C(CCC)=[NH+]\[C@@H](O)CCC. As for the energy: -653.307546 Ha. As for the HOMO-LUMO gap: 0.3515 Ha. The calculation puts the energy relative to the best compared isomer or geometry (same formula, charge and spin) at 163.6 kJ/mol. As for the LUMO energy: -2.935 eV.

Structure (ORCA input):
```
! wB97M-V def2-TZVPD RIJCOSX def2/J DEFGRID3
* xyz 1 1
C -2.15274 -0.15370 -1.80090
C -2.70280 -0.65770 -0.68765
O -3.89669 -1.17430 -0.46361
N -1.96120 -0.85231 0.51590
C -0.74084 -0.53003 0.92000
C -0.45702 -1.26325 2.24725
C 0.06002 -2.71767 2.02297
C 0.29543 -3.37654 3.39060
N 0.28059 0.13616 0.44484
C 0.59967 1.17625 -0.60094
O -0.36586 2.19851 -0.60594
C 2.03490 1.72603 -0.54741
C 2.44831 2.15741 -2.04663
C 1.38003 3.04492 -2.77506
H -1.19777 0.30251 -1.85193
H -2.68423 -0.20536 -2.73737
H -4.45288 -1.11179 -1.26709
H -2.49916 -1.54257 1.09639
H -1.33590 -1.26953 2.84256
H 0.25194 -0.59175 2.89943
H 1.02858 -2.54962 1.52375
H -0.70770 -3.19708 1.25678
H 0.96255 -4.15680 3.38091
H -0.63920 -3.91222 3.63113
H 0.49183 -2.58850 4.15775
H 0.93035 0.12863 1.13325
H 0.74473 0.48681 -1.40621
H -0.01786 2.99277 -0.94951
H 2.21197 2.62891 -0.00074
H 2.77585 0.99005 -0.32726
H 3.33652 2.84247 -1.88318
H 2.73932 1.24912 -2.55301
H 0.43937 2.52318 -2.81370
H 1.70011 3.22404 -3.76105
H 1.09974 4.04292 -2.38435
*
```

---

# 6
Density functional theory data (wB97M-V/def2-TZVPD) for the molecule C12H18OSi.

As for the energy: -832.585053 Ha. As for the HOMO-LUMO gap (alpha / beta): 0.3557 / 0.1837 Ha. The calculation puts the energy relative to the best compared isomer or geometry (same formula, charge and spin) at 636.2 kJ/mol. As for the LUMO energy (alpha / beta): 0.484 / -0.942 eV.

Structure (ORCA input):
```
! wB97M-V def2-TZVPD RIJCOSX def2/J DEFGRID3
* xyz 0 1
C 4.21499 1.03442 0.57938
C 4.51243 -0.20531 1.04737
C 3.16902 1.34549 -0.23598
C 3.73738 -1.25405 0.60739
C 2.37148 0.21995 -0.60394
C 2.68714 -1.01954 -0.21723
C 1.14431 0.39985 -1.53239
C -2.17016 -1.61529 -0.54942
C -3.83400 -0.10173 0.85084
C -3.29830 0.46691 -1.44536
C -0.03693 0.19628 1.86027
C -2.70240 -0.13789 -0.23065
O -0.03736 1.10136 -0.94532
Si -1.02260 0.77654 0.31074
H 4.81644 1.92495 1.04698
H 5.45751 -0.25244 1.61628
H 3.10075 2.32606 -0.59788
H 3.88367 -2.24080 0.93938
H 1.36318 1.14604 -2.26112
H 0.80979 -0.50926 -2.04385
H -0.93445 -1.73615 -0.66574
H -2.46662 -2.30992 0.14605
H -2.47064 -1.81947 -1.56119
H -4.45341 0.85326 0.84628
H -3.34262 -0.04773 1.82630
H -4.39117 -0.89093 0.48560
H -4.03365 -0.14870 -1.87949
H -3.83688 1.44175 -1.33811
H -2.60260 0.87365 -2.33849
H -0.50306 -0.71694 2.18944
H 0.89640 -0.13550 1.52867
H -0.02764 1.03513 2.56520
*
```